{"formula": "C5H6ClNO2", "method": "ωB97M-V/def2-TZVPD", "relative_energy_kj_mol": 348.48, "largest_force_ha_per_bohr": 0.0805, "lumo_energy_ev": -2.69, "gap_ev": 5.5, "multiplicity": 1, "homo_ev": -8.225, "total_charge": 0, "energy_ev": -23384.704, "elements": ["C", "C", "C", "C", "C", "N", "O", "O", "Cl", "H", "H", "H", "H", "H", "H"], "xyz": [[0.35345, -0.64482, -1.89320], [1.42056, -1.52194, -2.33557], [0.81816, -0.21093, -0.64941], [-1.47398, 1.59343, 1.55278], [0.21878, 0.35661, 0.47293], [2.35300, -1.53488, -1.48763], [2.00774, -0.83733, -0.44485], [-0.86812, 1.09442, 0.39873], [-1.96143, -1.25074, 2.58436], [-0.58850, -0.17711, -2.23644], [1.62917, -2.15092, -3.16598], [-0.59480, 1.92614, 2.23576], [-1.90617, 0.61931, 2.05017], [-2.24626, 2.38477, 1.45970], [0.83841, 0.35398, 1.45866]], "forces_ev_per_a": [[0.0, 1.1, 1.0], [-2.6, 1.1, -1.4], [-0.3, -2.4, -2.4], [1.0, -0.2, 3.6], [-1.2, 2.6, 3.0], [2.2, -1.2, 1.1], [0.2, 1.7, 2.3], [2.2, -1.6, -2.0], [0.4, 0.0, -0.3], [0.7, -1.1, -0.4], [-0.6, 0.0, -0.9], [-1.7, -0.3, -0.8], [0.2, 1.0, -0.3], [0.8, -0.6, -0.9], [-1.4, -0.1, -1.6]]}

---

{"formula": "C5H6ClNO3S", "method": "ωB97M-V/def2-TZVPD", "relative_energy_kj_mol": 338.72, "largest_force_ha_per_bohr": 0.0660, "lumo_energy_ev": -1.39, "gap_ev": 8.0, "multiplicity": 1, "homo_ev": -9.381, "total_charge": 0, "energy_ev": -36266.966, "elements": ["C", "C", "C", "C", "C", "N", "O", "O", "O", "S", "Cl", "H", "H", "H", "H", "H", "H"], "xyz": [[2.26014, 1.07027, 1.71057], [0.62638, 0.38129, 1.08683], [-0.44422, -0.26172, 0.61268], [-1.33345, -1.39698, 1.10085], [-1.03524, -0.50221, -1.77705], [-0.70574, 0.31512, -0.62373], [2.55262, 0.79128, 2.80824], [2.65969, 1.55024, 0.66984], [0.56703, 2.70046, -0.59335], [0.77671, 1.30912, -0.43410], [1.76194, 0.62709, -2.10341], [-1.14836, -2.22193, 0.37063], [-0.98845, -1.33815, 2.17069], [-2.30924, -0.87343, 1.07943], [-0.79586, 0.12870, -2.64796], [-2.15404, -0.90992, -1.57926], [-0.28989, -1.36924, -1.85088]], "forces_ev_per_a": [[-1.1, -1.7, 0.2], [2.3, 1.1, 0.4], [-0.4, -0.9, -0.6], [1.4, 3.0, 0.6], [-0.4, -1.5, 0.7], [-0.3, 1.1, -1.2], [0.4, 0.2, 1.3], [0.5, 0.9, -1.0], [-0.2, 0.3, -0.1], [-1.5, -1.3, -0.1], [0.2, 0.0, 0.8], [-0.5, 0.2, 1.3], [-0.6, -1.7, -0.9], [0.0, -1.1, -0.2], [-1.1, -0.4, 0.1], [2.6, 1.1, -1.2], [-1.2, 0.7, 0.0]]}

---

{"formula": "C5H6F2", "method": "ωB97M-V/def2-TZVPD", "relative_energy_kj_mol": 48.77, "largest_force_ha_per_bohr": 0.0343, "lumo_energy_ev": 1.01, "gap_ev": 9.8, "smiles": "CC(/C=C\\F)=C/F", "multiplicity": 1, "homo_ev": -8.751, "total_charge": 0, "energy_ev": -10715.387, "elements": ["C", "C", "C", "C", "F", "C", "F", "H", "H", "H", "H", "H", "H"], "xyz": [[1.73123, -0.28191, 0.37038], [0.35709, 0.24432, 0.00645], [-0.63327, -0.74008, -0.42994], [-1.93069, -0.78679, -0.13880], [-2.50114, 0.11495, 0.68801], [0.06062, 1.55849, -0.00216], [-1.15671, 2.07065, -0.18002], [2.55322, 0.44504, 0.46478], [1.78056, -0.79720, 1.30968], [1.99018, -1.07032, -0.32919], [-0.40175, -1.65537, -1.01064], [-2.60997, -1.48076, -0.59809], [0.76062, 2.37899, -0.15044]], "forces_ev_per_a": [[0.3, 0.3, -0.6], [0.1, 0.7, 0.1], [-1.1, -1.3, 0.3], [0.6, 1.1, 0.2], [-0.2, -0.5, -0.2], [1.0, -0.2, -0.6], [-0.5, -0.3, -0.4], [-0.5, 0.1, -0.5], [-0.6, -0.2, 0.8], [0.3, 0.1, -0.4], [0.7, 0.9, 0.2], [-0.3, -0.2, 0.2], [0.4, -0.4, 0.9]]}

---

{"formula": "C5H6F2", "method": "ωB97M-V/def2-TZVPD", "relative_energy_kj_mol": 0.00, "largest_force_ha_per_bohr": 0.0107, "lumo_energy_ev": 1.02, "gap_ev": 9.9, "smiles": "CC(/C=C/F)=C\\F", "multiplicity": 1, "homo_ev": -8.857, "total_charge": 0, "energy_ev": -10715.892, "elements": ["C", "C", "C", "C", "F", "C", "F", "H", "H", "H", "H", "H", "H"], "xyz": [[-0.79422, 0.78382, 0.81287], [-0.16364, 0.03342, -0.32077], [0.69139, -1.09309, 0.03056], [1.77966, -1.43473, -0.64264], [2.52645, -2.48485, -0.27060], [-0.35826, 0.35565, -1.59606], [-1.12769, 1.40097, -1.95690], [-0.05322, 1.43405, 1.27876], [-1.14990, 0.08843, 1.56736], [-1.61706, 1.39768, 0.46030], [0.42772, -1.65202, 0.91744], [2.18303, -0.93234, -1.50844], [0.03829, -0.16460, -2.45324]], "forces_ev_per_a": [[0.1, 0.2, -0.2], [-0.2, 0.3, -0.4], [0.4, -0.2, -0.2], [-0.2, 0.1, 0.2], [0.1, -0.2, 0.0], [-0.1, -0.1, 0.3], [0.0, 0.1, 0.0], [0.0, 0.0, 0.1], [-0.1, -0.1, 0.1], [-0.1, 0.0, 0.1], [0.0, -0.1, 0.1], [0.0, 0.1, 0.0], [0.0, -0.1, 0.0]]}

---

{"formula": "C5H6F2O4S", "method": "ωB97M-V/def2-TZVPD", "relative_energy_kj_mol": 0.00, "largest_force_ha_per_bohr": 0.0894, "lumo_energy_ev": 0.53, "gap_ev": 9.7, "smiles": "C=C1OC[C@@](F)(CS(=O)(=O)F)O1", "multiplicity": 1, "homo_ev": -9.178, "total_charge": 0, "energy_ev": -29739.905, "elements": ["C", "C", "O", "C", "C", "F", "C", "S", "O", "O", "F", "O", "H", "H", "H", "H", "H", "H"], "xyz": [[-0.89303, -2.40073, -1.08333], [-0.87010, -1.18866, -0.53483], [-1.39254, -0.68453, 0.59537], [-0.92062, 0.64926, 0.87938], [-0.10212, 0.98743, -0.38365], [-0.61153, 2.07522, -1.04641], [1.61689, 1.32408, -0.22728], [2.29880, -0.27285, -0.12552], [2.55224, -0.96672, -1.29320], [1.70716, -0.94075, 1.00489], [3.76397, 0.27038, 0.36394], [-0.13473, -0.12701, -1.14102], [-0.25713, -2.69682, -2.00674], [-1.42266, -3.15171, -0.67939], [-0.41984, 0.72978, 1.83964], [-1.92346, 1.27263, 1.10468], [1.94445, 1.90276, 0.59763], [1.85656, 1.72773, -1.14581]], "forces_ev_per_a": [[2.6, 2.2, -2.4], [1.1, 1.1, -0.8], [-0.2, -0.3, 0.6], [-2.8, 0.7, 0.3], [2.4, 1.2, 1.2], [0.1, -0.3, 0.1], [-4.3, -1.7, 0.2], [1.0, 0.3, 4.2], [0.4, -0.9, -2.5], [0.5, 0.7, -0.8], [-1.0, -0.5, -0.2], [-0.6, -1.2, -0.7], [-1.3, 1.1, 1.7], [-1.8, -2.4, 1.6], [0.6, -0.6, -0.2], [2.3, -0.9, -1.3], [0.0, 0.5, 0.8], [0.6, 1.1, -1.9]]}

---

{"formula": "C5H6F3N2", "method": "ωB97M-V/def2-TZVPD", "relative_energy_kj_mol": 470.98, "largest_force_ha_per_bohr": 0.1211, "lumo_energy_ev": [-6.17, -6.17], "gap_ev": [8.5, 8.5], "multiplicity": 1, "homo_ev": [-14.666, -14.666], "total_charge": 1, "energy_ev": -16401.905, "elements": ["C", "C", "C", "C", "C", "N", "N", "F", "F", "F", "H", "H", "H", "H", "H", "H"], "xyz": [[0.76321, -1.47704, -0.53483], [1.59806, -0.48705, -0.37443], [-0.66683, -1.23273, -0.70870], [0.10655, 0.94375, 0.08473], [0.09629, 0.80601, 1.63202], [-1.69038, 0.77785, -1.35034], [-0.82630, 0.26101, -0.64798], [2.79509, -0.09253, -0.12164], [0.36701, 2.14696, -0.38287], [0.32509, -0.48491, 2.13428], [1.25478, -2.50742, -0.95018], [-1.12258, -1.55490, -1.74632], [-1.39331, -1.57892, 0.09318], [-0.89621, 1.09216, 2.02878], [0.90344, 1.54736, 2.01957], [-1.61390, 1.84040, -1.17528]], "forces_ev_per_a": [[3.3, -3.9, -2.2], [-3.2, 3.6, 1.5], [-2.7, -0.1, -0.8], [5.3, -2.8, 1.6], [0.3, 1.2, 1.0], [0.1, 2.0, 0.1], [-1.4, -0.9, -1.3], [-0.6, -0.9, -0.4], [-0.5, 0.7, 0.2], [0.0, 1.2, -1.0], [-1.5, 2.2, 1.4], [1.0, 0.6, 2.1], [1.2, -0.1, -0.8], [0.4, 0.1, -0.1], [-1.3, -1.4, -0.6], [-0.5, -1.5, -0.5]]}

---

{"formula": "C5H6F3NO", "method": "ωB97M-V/def2-TZVPD", "relative_energy_kj_mol": 53.85, "largest_force_ha_per_bohr": 0.1045, "lumo_energy_ev": 0.83, "gap_ev": 11.3, "smiles": "C[C@]1(C(F)(F)F)N=CCO1", "multiplicity": 1, "homo_ev": -10.506, "total_charge": 0, "energy_ev": -16971.158, "elements": ["C", "C", "C", "F", "F", "F", "N", "C", "C", "O", "H", "H", "H", "H", "H", "H"], "xyz": [[-0.86192, 1.43171, 0.29858], [0.02790, 0.35624, -0.17252], [1.13768, 0.83629, -1.10683], [2.09554, 1.54413, -0.50728], [1.77860, -0.06903, -1.90338], [0.64730, 1.68044, -2.02388], [-0.78774, -0.61970, -0.79733], [-0.80685, -1.63893, -0.08290], [0.19837, -1.68759, 1.05602], [0.62294, -0.36091, 0.98849], [-1.12145, 2.19411, -0.52449], [-0.37588, 1.93141, 1.28898], [-1.70452, 1.01468, 0.68165], [-1.50197, -2.45759, -0.34635], [-0.30258, -1.72157, 2.00662], [0.95458, -2.43367, 1.14462]], "forces_ev_per_a": [[2.7, 4.5, 1.2], [1.4, -2.2, 1.0], [1.4, 0.8, -2.0], [0.0, -0.4, 1.0], [-0.6, -0.6, 1.4], [-1.1, 0.5, -0.2], [-0.6, 0.4, -0.9], [-0.2, -3.1, -0.2], [-2.2, 1.8, 0.0], [1.5, 2.2, -0.7], [0.5, -1.2, 1.5], [-0.8, -0.7, -2.7], [-2.7, -1.3, 0.8], [0.5, 0.3, 0.2], [-0.7, -0.6, 0.6], [0.8, -0.5, -0.9]]}

---

{"formula": "C5H6F5NO2", "method": "ωB97M-V/def2-TZVPD", "relative_energy_kj_mol": 0.00, "largest_force_ha_per_bohr": 0.0664, "lumo_energy_ev": 0.86, "gap_ev": 11.5, "smiles": "NC1(C(F)(F)C(F)(F)F)OCCO1", "multiplicity": 1, "homo_ev": -10.611, "total_charge": 0, "energy_ev": -24454.085, "elements": ["N", "C", "C", "F", "F", "C", "F", "F", "F", "O", "C", "C", "O", "H", "H", "H", "H", "H", "H"], "xyz": [[1.25849, -1.44010, 0.53326], [0.21951, -0.51804, 0.13593], [-0.83358, -0.12937, 1.21146], [-2.08313, -0.52104, 0.95400], [-0.55659, -0.64581, 2.45398], [-0.96810, 1.39145, 1.60836], [-1.07715, 2.10299, 0.51718], [-0.00567, 1.81758, 2.41063], [-2.04688, 1.53266, 2.35321], [0.77590, 0.66279, -0.34730], [1.09163, 0.38667, -1.73053], [-0.14305, -0.38659, -2.07621], [-0.40548, -1.16622, -0.89998], [1.59679, -1.10224, 1.49493], [0.88343, -2.36830, 0.55506], [2.00780, -0.26555, -1.84531], [1.29348, 1.31640, -2.30350], [-1.01076, 0.39551, -2.13039], [0.00336, -1.06278, -2.89478]], "forces_ev_per_a": [[0.6, 2.2, 2.5], [0.9, -0.8, -0.1], [-0.2, 1.4, 2.5], [-0.1, -0.4, -0.9], [0.6, -0.9, -0.3], [0.1, -1.2, 0.0], [-0.3, 1.3, -0.5], [1.3, 0.2, -0.5], [-1.4, 0.0, 0.0], [0.8, 0.2, -0.3], [1.2, -0.4, 0.1], [-1.8, 1.7, 0.3], [-0.6, 0.0, -1.3], [-0.4, -1.3, -1.8], [-0.1, -0.5, 0.4], [-0.8, 0.6, 0.5], [-0.5, -0.5, 0.6], [1.3, -1.6, -0.7], [-0.5, -0.1, -0.6]]}

---

{"formula": "C5H6FN", "method": "ωB97M-V/def2-TZVPD", "relative_energy_kj_mol": 165.11, "largest_force_ha_per_bohr": 0.0867, "lumo_energy_ev": 0.33, "gap_ev": 9.9, "smiles": "C[C@@]1(F)C=CN=C1", "multiplicity": 1, "homo_ev": -9.528, "total_charge": 0, "energy_ev": -9487.776, "elements": ["C", "C", "F", "C", "C", "N", "C", "H", "H", "H", "H", "H", "H"], "xyz": [[-1.35661, 0.52254, -0.51278], [-0.17502, -0.44422, -0.47347], [-0.24252, -1.55476, -1.33985], [1.09039, 0.37848, -0.50520], [1.65636, 0.26358, 0.71244], [0.91737, -0.55159, 1.58752], [-0.07888, -1.02745, 0.97716], [-2.29261, 0.06318, -0.19623], [-1.69168, 0.96397, -1.41127], [-1.07731, 1.33986, 0.01458], [1.37225, 0.94311, -1.28347], [2.54775, 0.82660, 0.88842], [-0.66949, -1.72330, 1.54215]], "forces_ev_per_a": [[-1.4, -3.0, -1.1], [-0.6, -0.7, 0.9], [-0.1, 1.1, -0.1], [-0.8, -3.0, 3.2], [-0.7, 1.0, -2.6], [1.1, -0.2, 1.4], [0.6, 1.0, -0.8], [0.2, -0.1, 0.7], [0.5, 0.1, -1.9], [0.6, 2.4, 2.4], [1.1, 1.9, -2.7], [0.4, -0.1, 1.1], [-0.8, -0.3, -0.5]]}

---

{"formula": "C5H6FN", "method": "ωB97M-V/def2-TZVPD", "relative_energy_kj_mol": 569.89, "largest_force_ha_per_bohr": 0.0718, "lumo_energy_ev": 0.12, "gap_ev": 8.8, "smiles": "N=C=CF.C#CC", "multiplicity": 1, "homo_ev": -8.660, "total_charge": 0, "energy_ev": -9483.581, "elements": ["N", "C", "C", "F", "H", "H", "C", "C", "C", "H", "H", "H", "H"], "xyz": [[-0.07245, -0.21033, -1.87202], [0.88487, 0.15500, -1.15457], [2.17870, 0.32389, -1.19999], [3.13742, -0.53375, -0.70102], [-1.14336, -0.07995, -1.55964], [2.54773, 1.31491, -1.62118], [0.48156, -0.15289, 1.39795], [-0.72834, 0.01212, 1.66332], [-2.02968, -0.15537, 0.92768], [1.43620, 0.01247, 1.88134], [-1.54761, -0.83312, 0.18652], [-2.69172, -0.63737, 1.56268], [-2.45332, 0.78437, 0.48893]], "forces_ev_per_a": [[-2.8, 0.7, 1.6], [-1.4, -1.6, -2.3], [2.5, 1.7, 0.0], [-1.3, 1.0, -0.1], [3.3, 0.0, -0.4], [-0.1, -1.6, 0.8], [-1.3, 1.2, 3.2], [1.6, -0.4, -2.7], [2.2, 1.0, -0.5], [0.1, -0.3, -0.8], [-1.6, 0.3, 0.0], [-1.7, -1.0, 0.8], [0.5, -0.9, 0.4]]}

---

{"formula": "C5H6FN", "method": "ωB97M-V/def2-TZVPD", "relative_energy_kj_mol": 512.01, "largest_force_ha_per_bohr": 0.0773, "lumo_energy_ev": [-1.40, -1.35], "gap_ev": [7.4, 7.4], "multiplicity": 1, "homo_ev": [-8.763, -8.711], "total_charge": 0, "energy_ev": -9484.181, "elements": ["C", "C", "C", "C", "C", "N", "F", "H", "H", "H", "H", "H", "H"], "xyz": [[-0.50585, -2.24250, -0.58326], [3.17625, -0.91825, 0.53162], [2.06022, -0.33004, 0.88225], [-0.80660, -1.16487, -1.15244], [-1.24308, -0.11884, -1.93578], [-0.24488, -3.21954, 0.03126], [1.76063, 0.97773, 0.58988], [3.09618, -2.00576, 0.66566], [3.83760, -0.49463, -0.15406], [1.21232, -0.70552, 1.49249], [-1.71196, -0.17478, -2.88853], [-0.35214, 0.49977, -2.00954], [-2.02071, 0.56274, -1.39956]], "forces_ev_per_a": [[0.2, -0.9, 0.5], [-1.9, -1.7, 0.2], [-1.5, 1.2, 0.9], [-0.7, -0.1, -0.4], [-1.2, 3.7, 1.0], [0.5, -1.3, 0.7], [0.5, -0.4, -0.1], [0.7, 0.5, 0.2], [1.2, 0.6, -0.7], [0.9, -0.2, -0.6], [0.0, -1.1, -1.1], [0.1, 0.7, -0.4], [1.3, -1.0, -0.3]]}

---

{"formula": "C5H6FNO", "method": "ωB97M-V/def2-TZVPD", "relative_energy_kj_mol": 216.53, "largest_force_ha_per_bohr": 0.0502, "lumo_energy_ev": 0.65, "gap_ev": 10.7, "smiles": "O=C1C[C@H]2N[C@H]2[C@@H]1F", "multiplicity": 1, "homo_ev": -10.005, "total_charge": 0, "energy_ev": -11535.913, "elements": ["O", "C", "C", "C", "N", "C", "C", "F", "H", "H", "H", "H", "H", "H"], "xyz": [[1.87088, -1.11099, 0.54104], [0.92216, -0.42902, 0.35501], [0.78261, 1.04135, 0.72149], [-0.40612, 1.50636, -0.07885], [-0.41338, 1.26750, -1.51789], [-1.11601, 0.34561, -0.65589], [-0.41962, -0.92591, -0.23848], [-1.13176, -1.55100, 0.75918], [0.63194, 1.17353, 1.82718], [1.74422, 1.55099, 0.48823], [-0.89852, 2.42193, 0.20691], [0.51219, 0.91591, -1.81634], [-2.25749, 0.31782, -0.80843], [-0.19794, -1.63609, -1.05296]], "forces_ev_per_a": [[1.1, -0.8, 0.0], [-1.2, 0.7, 0.5], [0.8, 0.5, 0.4], [0.0, 0.7, 0.4], [1.4, -0.2, -0.3], [-2.5, -0.6, -0.2], [0.6, 0.3, -0.8], [-0.1, -0.2, 0.1], [0.0, -0.3, -0.9], [-0.6, -0.2, 0.1], [-0.2, 0.0, 0.2], [-0.6, 0.1, 0.0], [2.0, 0.0, 0.4], [-0.4, 0.1, 0.3]]}